Entry 1:
{"formula": "C9H16BBrIO7S", "method": "ωB97M-V/def2-TZVPD", "elements": ["O", "C", "Br", "C", "C", "C", "C", "C", "I", "C", "O", "B", "O", "H", "H", "H", "H", "H", "H", "H", "H", "H", "H", "H", "H", "C", "C", "O", "S", "O", "O", "O", "H", "H", "H", "H"], "coordinates": [[-0.5020, 2.5416, 2.3566], [0.2828, 1.6976, 2.5058], [1.0062, 1.4454, 4.3026], [0.7332, 0.8535, 1.3085], [0.7681, -0.6758, 1.5163], [-0.5309, -1.5239, 1.4081], [-1.8229, -0.7991, 0.9116], [-3.0098, -1.1188, 1.8693], [-3.5076, -3.2179, 1.9339], [1.7998, -1.1620, 0.4044], [2.1926, -2.4475, 0.7655], [2.2233, -2.3936, 2.2635], [1.4384, -1.1684, 2.6591], [1.7437, 1.1912, 1.0238], [0.0746, 1.1090, 0.4677], [-0.3289, -2.3497, 0.7079], [-0.7289, -2.0058, 2.3756], [-1.7727, 0.2967, 0.8734], [-2.1204, -1.2218, -0.0562], [-2.8532, -0.7275, 2.8817], [-3.8865, -0.5816, 1.4744], [1.4292, -1.0094, -0.6305], [2.7437, -0.5688, 0.5142], [1.6495, -3.4102, 2.6341], [3.3526, -2.2602, 2.7188], [-0.2864, 2.8854, -3.6144], [0.9694, 2.1086, -3.9538], [0.8351, 0.8759, -3.2457], [-0.7214, 0.4735, -3.1603], [-1.0087, -0.4509, -4.1965], [-1.0420, 0.2231, -1.8051], [-1.3283, 1.9069, -3.5834], [-0.2156, 3.3415, -2.6241], [-0.5102, 3.6537, -4.3514], [1.8757, 2.6267, -3.6494], [1.0206, 1.8836, -5.0224]], "forces_ev_per_angstrom": [[-2.0, 2.2, 0.1], [1.1, -1.6, -1.1], [0.2, -0.2, -0.1], [0.2, -0.4, 1.3], [1.8, -1.8, -0.8], [-0.6, 1.0, -0.9], [-0.6, -1.6, 1.1], [0.0, 1.2, -0.8], [0.0, 0.5, 0.1], [0.7, 0.2, 0.3], [-0.9, 0.4, -0.5], [-0.1, -0.4, 0.2], [-0.2, 1.3, -0.3], [-0.2, -0.2, 0.4], [0.1, 0.0, 0.4], [0.1, 0.2, 0.3], [0.2, 0.4, -0.1], [0.1, -0.3, -0.1], [0.2, 0.6, 0.0], [0.2, -0.6, -0.1], [0.0, -0.6, 0.2], [0.0, -0.6, 0.2], [-0.7, 0.5, -0.1], [0.1, -0.2, 0.3], [0.2, -0.1, 0.0], [0.2, 0.3, 0.4], [0.0, 0.0, -0.5], [-0.4, 0.2, 0.3], [0.3, 0.3, -0.1], [-0.2, 0.0, 0.1], [0.0, -0.1, -0.1], [0.3, -0.3, -0.2], [0.0, 0.0, 0.0], [-0.2, -0.1, 0.0], [0.0, -0.2, 0.2], [0.0, 0.1, 0.0]], "total_charge": -1, "lumo_energy_ha": 0.074}

=====

Entry 2:
{"formula": "C29H61ClN3O9S", "method": "ωB97M-V/def2-TZVPD", "elements": ["C", "C", "O", "C", "O", "C", "C", "C", "C", "C", "C", "N", "C", "S", "C", "Cl", "N", "O", "N", "H", "H", "H", "H", "H", "H", "H", "H", "H", "H", "H", "H", "H", "C", "C", "C", "O", "H", "H", "H", "H", "H", "H", "H", "H", "C", "C", "C", "O", "H", "H", "H", "H", "H", "H", "H", "H", "C", "C", "C", "O", "H", "H", "H", "H", "H", "H", "H", "H", "C", "C", "C", "O", "H", "H", "H", "H", "H", "H", "H", "H", "C", "C", "C", "O", "H", "H", "H", "H", "H", "H", "H", "H", "C", "C", "C", "O", "H", "H", "H", "H", "H", "H", "H", "H"], "coordinates": [[5.7965, 1.2799, 0.6323], [4.7525, 2.1467, -0.2434], [3.7107, 2.6440, 0.6591], [2.7506, 3.3970, -0.0610], [2.8869, 3.6027, -1.3027], [1.5026, 3.9928, 0.7496], [0.1562, 4.0005, -0.1354], [-1.0331, 4.5435, 0.8468], [-2.3329, 3.5581, 0.8256], [-2.8433, 3.1342, -0.6318], [-4.1152, 2.2081, -0.6086], [-4.7225, 1.7256, -1.8619], [-4.5094, 0.4291, -1.9681], [-4.4678, -1.2170, -1.7848], [-4.6816, 1.8442, 0.8212], [-6.1684, 0.8173, 0.8708], [-3.9981, 2.3808, 1.9553], [-4.5470, 2.0342, 3.1552], [-2.9235, 3.1442, 2.0403], [5.5020, 0.1694, 0.6507], [5.9019, 1.7117, 1.6821], [6.8509, 1.3084, 0.1617], [5.3649, 3.0068, -0.7071], [4.3168, 1.5010, -1.0817], [1.3523, 3.4444, 1.7384], [1.7127, 5.0971, 1.0149], [0.2371, 4.6636, -1.0613], [-0.1053, 2.9136, -0.3950], [-1.3487, 5.5907, 0.4902], [-0.6389, 4.5214, 1.9156], [-2.3426, 3.4833, -1.5950], [-4.7170, 1.0622, 3.1739], [-9.6052, -1.9279, 2.2583], [-10.3143, -0.8491, 3.0621], [-11.2790, -0.0561, 2.1947], [-9.3467, 0.0357, 3.6254], [-9.0157, -1.4869, 1.4470], [-8.9068, -2.4823, 2.8911], [-10.3203, -2.6323, 1.8263], [-10.8583, -1.3075, 3.8923], [-10.7477, 0.4497, 1.3815], [-11.7724, 0.7225, 2.7824], [-12.0443, -0.7045, 1.7609], [-8.8598, 0.4472, 2.8973], [-4.2728, -6.5997, -3.3072], [-3.9082, -5.1404, -3.0869], [-2.4048, -4.9604, -2.9457], [-4.5568, -4.6619, -1.9078], [-3.9567, -7.2135, -2.4576], [-5.3562, -6.7157, -3.3954], [-3.8042, -6.9910, -4.2134], [-4.2732, -4.5398, -3.9249], [-2.0242, -5.5176, -2.0836], [-2.1579, -3.9084, -2.7763], [-1.8804, -5.3027, -3.8411], [-4.2408, -5.1870, -1.1601], [7.6844, -3.6521, -0.0180], [8.0570, -2.1925, 0.1894], [9.5589, -2.0227, 0.3517], [7.3943, -1.6946, 1.3511], [7.9822, -4.2573, 0.8443], [6.6013, -3.7609, -0.1218], [8.1641, -4.0588, -0.9118], [7.7101, -1.6000, -0.6619], [9.9223, -2.5714, 1.2270], [9.8114, -0.9709, 0.5115], [10.0939, -2.3805, -0.5313], [7.6943, -2.2122, 2.1101], [-7.7275, 0.9788, 5.6152], [-6.9943, 1.8634, 6.6121], [-7.1666, 3.3365, 6.2765], [-5.6045, 1.5364, 6.6072], [-7.3352, 1.1229, 4.6025], [-7.5858, -0.0766, 5.8614], [-8.7967, 1.1951, 5.6083], [-7.3702, 1.6696, 7.6203], [-6.7545, 3.5624, 5.2870], [-6.6259, 3.9595, 6.9939], [-8.2210, 3.6236, 6.2890], [-5.2631, 1.7055, 5.7200], [13.0456, -1.7488, -1.8237], [12.1579, -2.0633, -3.0177], [12.9235, -1.9377, -4.3254], [11.0472, -1.1686, -3.0305], [13.4209, -0.7216, -1.8753], [12.4795, -1.8317, -0.8919], [13.8992, -2.4297, -1.7762], [11.7582, -3.0768, -2.9219], [13.2945, -0.9170, -4.4640], [12.2704, -2.1549, -5.1749], [13.7733, -2.6244, -4.3531], [11.3903, -0.2690, -3.1151], [-0.4093, 2.3671, -4.7587], [0.3500, 2.1050, -3.4678], [0.9985, 0.7307, -3.4760], [-0.5500, 2.1992, -2.3594], [-1.2133, 1.6359, -4.8944], [-0.8801, 3.3539, -4.7342], [0.2556, 2.3185, -5.6240], [1.1168, 2.8722, -3.3298], [0.2432, -0.0573, -3.5673], [1.5307, 0.5516, -2.5378], [1.7056, 0.6333, -4.3030], [-1.2298, 1.5205, -2.4767]], "forces_ev_per_angstrom": [[0.0, -0.2, -0.5], [2.3, -0.7, 0.0], [-1.9, 1.4, -2.1], [0.8, 0.3, -2.6], [-0.8, -0.7, 4.5], [0.3, 0.5, -0.2], [-0.3, -0.7, 1.3], [-0.5, -1.0, 0.0], [-0.8, -0.4, -2.0], [-3.2, -1.8, 4.2], [2.6, 1.9, 2.0], [2.2, -4.3, 1.7], [-1.4, 0.1, 1.8], [0.1, 4.6, -1.1], [1.9, 1.6, -2.6], [2.4, 1.7, 0.5], [-1.9, -2.1, -2.9], [0.2, 0.0, 0.4], [0.7, 0.5, -3.7], [0.4, 1.8, 0.3], [-0.3, -0.7, -1.4], [-1.8, 0.1, 0.6], [-1.4, -1.1, 0.7], [0.4, 1.1, 1.3], [0.2, 0.6, -1.4], [0.1, -1.8, -0.4], [0.0, -1.2, 1.3], [0.6, 1.9, 0.0], [0.3, -1.6, 0.9], [-0.8, 0.4, -1.4], [-0.7, -0.6, 1.5], [0.3, 0.6, -0.3], [0.1, -0.3, 0.2], [0.1, 0.2, -0.7], [-0.3, 0.1, 0.1], [-0.1, -0.1, 0.0], [-0.1, 0.1, -0.1], [-0.1, 0.0, 0.0], [0.1, 0.0, 0.0], [0.2, 0.2, 0.1], [0.0, -0.1, 0.0], [0.0, -0.1, 0.0], [0.1, 0.1, 0.0], [-0.2, -0.1, 0.1], [-0.3, -0.1, -0.2], [0.4, -0.6, 0.3], [0.1, 0.2, -0.1], [-0.2, 0.5, 0.1], [0.1, 0.1, -0.1], [0.1, 0.1, -0.1], [0.0, 0.0, 0.1], [-0.1, 0.1, 0.2], [-0.1, -0.1, -0.1], [0.0, -0.1, -0.1], [0.0, 0.0, 0.1], [-0.1, 0.0, -0.2], [-0.2, -0.1, -0.2], [0.4, -0.5, 0.4], [0.2, 0.2, -0.1], [-0.3, 0.2, 0.0], [0.1, 0.1, -0.1], [0.1, 0.0, -0.1], [0.0, 0.0, 0.1], [-0.1, 0.1, 0.2], [-0.1, -0.1, -0.1], [0.0, -0.1, -0.1], [0.0, 0.1, 0.1], [0.0, 0.1, -0.2], [0.0, 0.0, 0.6], [0.0, 0.1, -0.8], [0.0, 0.2, 0.3], [0.2, -0.2, 0.3], [0.0, 0.2, 0.0], [-0.1, 0.1, 0.0], [0.2, -0.1, -0.1], [0.2, -0.1, 0.0], [-0.1, -0.1, 0.0], [-0.1, -0.1, 0.0], [0.1, 0.0, 0.0], [-0.1, 0.1, 0.2], [0.0, -0.2, 0.3], [0.5, 0.6, -0.1], [-0.1, -0.2, -0.2], [-0.3, -0.1, 0.0], [0.0, -0.1, -0.1], [0.0, -0.1, -0.1], [0.0, 0.1, 0.0], [-0.2, 0.2, 0.0], [0.1, -0.1, 0.1], [0.0, -0.1, 0.1], [0.0, 0.1, 0.0], [0.0, -0.2, 0.0], [-0.1, 0.3, 0.0], [0.0, -0.5, -0.6], [0.2, 0.0, 0.2], [-0.4, 0.0, 0.2], [0.1, -0.1, 0.0], [0.1, 0.0, 0.0], [-0.1, 0.0, 0.1], [-0.2, 0.0, 0.3], [0.0, 0.1, -0.1], [0.0, 0.1, -0.1], [-0.1, 0.0, 0.1], [0.2, 0.0, -0.1]], "total_charge": 1, "lumo_energy_ha": -0.187}